{"formula": "C44H123N9O13", "method": "the ωB97M-V functional and the def2-TZVPD basis", "species": ["C", "C", "O", "H", "H", "H", "H", "H", "H", "C", "C", "O", "H", "H", "H", "H", "H", "H", "C", "C", "O", "H", "H", "H", "H", "H", "H", "C", "C", "O", "H", "H", "H", "H", "H", "H", "C", "C", "C", "O", "C", "N", "H", "H", "H", "H", "H", "H", "H", "H", "H", "H", "H", "C", "C", "C", "O", "C", "N", "H", "H", "H", "H", "H", "H", "H", "H", "H", "H", "H", "C", "C", "C", "O", "C", "N", "H", "H", "H", "H", "H", "H", "H", "H", "H", "H", "H", "C", "C", "C", "O", "C", "N", "H", "H", "H", "H", "H", "H", "H", "H", "H", "H", "H", "C", "C", "C", "O", "C", "N", "H", "H", "H", "H", "H", "H", "H", "H", "H", "H", "H", "C", "C", "C", "O", "C", "N", "H", "H", "H", "H", "H", "H", "H", "H", "H", "H", "H", "C", "C", "C", "O", "C", "N", "H", "H", "H", "H", "H", "H", "H", "H", "H", "H", "H", "C", "C", "C", "O", "C", "N", "H", "H", "H", "H", "H", "H", "H", "H", "H", "H", "H", "C", "C", "C", "O", "C", "N", "H", "H", "H", "H", "H", "H", "H", "H", "H", "H", "H"], "positions_angstrom": [[1.5349, 3.4040, -2.5707], [2.4015, 3.1166, -3.7918], [2.2029, 1.7898, -4.1778], [0.5131, 3.0535, -2.7164], [1.5539, 4.4774, -2.3823], [1.9014, 2.8744, -1.6914], [3.4162, 3.3630, -3.4793], [2.1087, 3.7097, -4.6582], [2.8698, 1.5914, -4.8392], [1.4705, -4.5775, -0.0855], [-0.0213, -4.8994, 0.1697], [-0.2386, -6.1700, -0.3162], [2.0739, -5.3209, 0.4353], [1.5130, -3.5583, 0.2987], [1.6568, -4.5804, -1.1594], [-0.7754, -4.3475, -0.3914], [-0.2951, -4.8495, 1.2235], [-1.1720, -6.3942, -0.3243], [-3.1317, -5.3449, 2.4454], [-2.7085, -4.1277, 3.2616], [-2.6195, -4.6247, 4.6029], [-2.3034, -6.0419, 2.5730], [-3.2223, -5.0620, 1.3966], [-4.1203, -5.6384, 2.7986], [-3.3877, -3.2777, 3.1952], [-1.7134, -3.8011, 2.9596], [-2.3120, -3.9066, 5.1609], [5.0476, -3.3776, 0.2932], [6.3622, -2.5474, 0.0334], [6.2539, -1.2062, 0.3967], [5.1307, -4.4305, 0.0236], [4.1595, -2.9964, -0.2109], [4.9678, -3.3800, 1.3802], [6.4775, -2.5565, -1.0505], [7.3138, -2.9139, 0.4185], [7.1164, -0.8501, 0.6222], [-1.6360, 0.8220, 5.1790], [-3.0943, 0.4569, 5.4552], [-3.7169, -0.4190, 4.3315], [-3.7900, 0.3837, 3.2200], [-4.7790, -0.0128, 2.2728], [-3.1688, -0.2345, 6.6886], [-1.2604, 1.4460, 5.9900], [-1.6001, 1.4130, 4.2638], [-1.0302, -0.0686, 5.0123], [-3.6362, 1.4016, 5.5010], [-4.7336, -0.6613, 4.6407], [-3.1711, -1.3365, 4.1117], [-4.7394, -1.0742, 2.0276], [-4.6530, 0.4895, 1.3137], [-5.7357, 0.3353, 2.6622], [-2.8209, 0.4767, 7.3158], [-4.1616, -0.3188, 6.8544], [0.0098, 4.1543, 2.1185], [0.3021, 4.3654, 0.5960], [-1.0056, 4.4192, -0.2601], [-1.5807, 3.1129, -0.3145], [-2.4868, 3.0132, -1.4252], [1.0217, 5.6521, 0.5397], [0.9392, 4.0519, 2.6787], [-0.5986, 3.2648, 2.2822], [-0.5656, 4.9664, 2.5629], [0.9103, 3.5128, 0.2941], [-0.7663, 4.7663, -1.2653], [-1.7340, 5.0633, 0.2326], [-3.1218, 3.8818, -1.5995], [-3.1706, 2.1935, -1.2047], [-2.0302, 2.8323, -2.3983], [0.2950, 6.2747, 0.8625], [1.1326, 5.9894, -0.4058], [4.4373, 5.0983, 1.5456], [4.6780, 5.2259, 0.0100], [4.5475, 3.8828, -0.8222], [5.6243, 3.0772, -0.4075], [5.4876, 1.7509, -0.9299], [3.7358, 6.2107, -0.4417], [5.1194, 4.4100, 2.0446], [3.4580, 4.6433, 1.6942], [4.4382, 6.0857, 2.0072], [5.6748, 5.6009, -0.2217], [4.5982, 4.1705, -1.8723], [3.5694, 3.4286, -0.6631], [5.0261, 1.7198, -1.9168], [4.9005, 1.1231, -0.2596], [6.4987, 1.4183, -1.1646], [3.6948, 6.3598, -1.4398], [2.8076, 5.9130, -0.1774], [5.4623, -6.0726, -4.2053], [4.4600, -5.4848, -3.1795], [4.0833, -3.9976, -3.5415], [5.2111, -3.1359, -3.6619], [4.8939, -1.7271, -3.6810], [3.1989, -6.2562, -3.1080], [6.3602, -5.4597, -4.2843], [4.9823, -6.0530, -5.1837], [5.7089, -7.0919, -3.9081], [4.8808, -5.5457, -2.1758], [3.3506, -3.6256, -2.8254], [3.5888, -3.9821, -4.5127], [4.0985, -1.4354, -4.3668], [5.7720, -1.1092, -3.8686], [4.5793, -1.3158, -2.7219], [2.9414, -6.3658, -4.0785], [3.4445, -7.1923, -2.8192], [4.1769, 1.3155, 2.5140], [3.9352, -0.0272, 3.1851], [2.6443, 0.0105, 4.0103], [2.8580, 0.5668, 5.3167], [1.7682, 0.3739, 6.2452], [3.8491, -1.0680, 2.1899], [3.3811, 1.4994, 1.7923], [5.1548, 1.3189, 2.0324], [4.1722, 2.1432, 3.2232], [4.8220, -0.2265, 3.7867], [2.4559, -1.0566, 4.1287], [1.8201, 0.4785, 3.4719], [1.7330, -0.6878, 6.4896], [0.8056, 0.6482, 5.8137], [2.0313, 0.8781, 7.1750], [4.6856, -1.0669, 1.6239], [3.1638, -0.8575, 1.4785], [-0.4892, -1.2808, 1.7313], [-0.2906, 0.1581, 1.2989], [0.4750, 0.2390, -0.0673], [1.8358, -0.1197, 0.1042], [2.5497, -0.2919, -1.1108], [-1.6089, 0.7080, 1.1347], [-1.1042, -1.7652, 0.9730], [-1.0431, -1.3441, 2.6680], [0.3879, -1.9225, 1.8149], [0.1300, 0.7104, 2.1393], [0.4730, 1.2662, -0.4319], [-0.0237, -0.2849, -0.8827], [2.1147, -0.9641, -1.8504], [3.5381, -0.6919, -0.8844], [2.6686, 0.6277, -1.6838], [-1.4861, 1.6356, 0.7545], [-2.1197, 0.7479, 2.0051], [-5.9861, 6.5464, 4.8706], [-6.2091, 5.0188, 4.8059], [-5.1095, 4.2286, 4.1042], [-5.0437, 4.5345, 2.7455], [-4.0131, 3.8070, 2.0337], [-6.2999, 4.5205, 6.1801], [-5.6652, 6.9795, 3.9232], [-5.1751, 6.7149, 5.5790], [-6.8755, 7.0794, 5.2065], [-7.1126, 4.7556, 4.2559], [-5.1269, 3.1667, 4.3491], [-4.1897, 4.5804, 4.5715], [-4.1718, 2.7439, 2.2150], [-3.0331, 4.0382, 2.4511], [-4.0962, 4.1287, 0.9955], [-6.3241, 3.5124, 6.1218], [-7.2012, 4.7441, 6.5773], [-7.8658, -2.3671, -2.6756], [-7.1989, -2.5035, -1.2989], [-5.9468, -1.6010, -0.9921], [-4.8437, -2.2631, -1.5177], [-3.6706, -1.6389, -1.1116], [-8.1790, -2.1083, -0.3122], [-8.6850, -3.0682, -2.8352], [-7.0927, -2.5298, -3.4266], [-8.1832, -1.3503, -2.9064], [-6.9398, -3.5541, -1.1682], [-5.8719, -1.3954, 0.0757], [-5.9991, -0.6563, -1.5332], [-2.8624, -1.9856, -1.7556], [-3.4191, -1.8262, -0.0677], [-3.7531, -0.6026, -1.4394], [-8.1304, -1.1001, -0.3477], [-9.0618, -2.4211, -0.6903], [0.4151, -2.7945, -9.9960], [-0.2087, -2.5453, -8.6465], [0.7472, -1.9566, -7.5905], [-0.0177, -1.6309, -6.3590], [0.9156, -1.3907, -5.2960], [-1.1820, -1.5485, -8.9147], [0.9798, -1.9358, -10.3591], [-0.2082, -3.0872, -10.8409], [1.1051, -3.6342, -9.9124], [-0.7088, -3.3984, -8.1880], [1.3710, -1.1405, -7.9551], [1.4451, -2.7490, -7.3202], [1.6069, -2.2232, -5.1647], [0.4483, -1.2811, -4.3173], [1.6030, -0.5675, -5.4908], [-1.8228, -2.0068, -9.5468], [-1.7779, -1.3883, -8.1151]], "atomic_forces_ev_per_a": [[-0.115, -0.271, -0.431], [-0.854, 0.510, 0.521], [0.083, -0.838, 0.634], [-0.107, 0.198, -0.158], [-0.120, 0.151, 0.174], [0.137, 0.034, -0.054], [0.349, -0.202, -0.469], [0.125, 0.696, 0.227], [0.365, -0.357, -0.529], [-2.184, 0.618, 0.154], [0.049, 0.185, -0.494], [0.063, -2.810, -0.442], [0.134, 0.346, 0.023], [1.012, 0.055, 0.126], [0.146, -0.132, 0.099], [0.532, 1.448, 0.112], [0.263, 0.233, 0.366], [-0.020, 0.101, 0.077], [0.193, 1.434, -0.052], [0.365, -0.756, 0.253], [-0.183, 0.344, 0.038], [-0.555, -0.525, -0.050], [0.047, -0.094, -0.131], [0.285, -0.586, 0.029], [-0.234, -0.054, -0.084], [0.053, 0.191, -0.249], [0.044, 0.046, 0.186], [1.743, 0.378, 1.234], [-0.544, -1.229, -2.163], [-0.676, 1.149, 0.775], [0.432, 0.082, -0.346], [0.190, 0.353, 0.182], [-0.842, 0.073, -0.006], [0.252, -0.168, -0.348], [-0.391, -0.803, 0.447], [-0.041, -0.021, -0.058], [-0.697, 0.065, -0.690], [0.901, -0.338, -2.123], [-0.034, 0.867, 1.316], [0.020, 0.755, -2.025], [0.094, 0.507, 0.041], [-0.212, -0.225, 0.822], [0.205, -0.142, 0.040], [0.139, 0.124, -0.059], [0.053, -0.018, 0.280], [-0.406, 0.174, -0.361], [-0.262, -0.418, 0.252], [0.239, -0.155, 0.298], [-0.144, -0.195, 0.427], [0.521, 0.279, 0.172], [-0.400, -0.543, 0.007], [-0.013, -0.376, 0.957], [-0.208, -0.305, 0.694], [-0.207, -0.377, -0.728], [-0.914, 0.217, 1.024], [0.999, -0.988, 0.937], [-0.371, 0.883, -1.335], [-0.511, -0.535, 0.266], [-1.012, -0.355, -0.048], [0.029, 0.008, -0.103], [0.082, -0.228, -0.087], [0.054, 0.343, -0.188], [0.164, 0.201, -0.373], [-0.015, 0.121, -0.075], [-0.029, 0.488, -0.094], [0.095, 0.473, 0.539], [0.158, -0.167, -0.009], [0.614, -0.183, 0.154], [0.146, 0.712, 0.583], [-0.035, -0.324, -0.607], [0.161, -0.731, -0.930], [-0.149, -0.966, -0.158], [0.560, 1.849, 1.829], [-0.596, -0.779, -0.768], [0.583, 0.522, -0.382], [-0.796, 0.719, -0.282], [0.322, 0.213, -0.139], [-0.268, 0.185, -0.017], [0.108, -0.090, -0.033], [0.237, -0.065, 0.287], [0.238, -0.167, -0.283], [-0.074, -0.249, 0.300], [-0.446, 0.370, -0.134], [0.359, -0.146, 0.066], [0.018, -0.509, 0.660], [0.468, -0.141, -0.262], [0.263, 0.137, 0.357], [-0.565, 0.629, 0.578], [0.156, 0.848, -0.385], [0.274, -0.424, -0.015], [0.068, 0.639, 0.432], [-0.025, -0.095, 0.456], [0.660, 0.547, -0.478], [0.059, -0.072, 0.143], [0.005, -0.230, -0.143], [0.115, -0.042, -0.196], [0.217, 0.362, 0.023], [0.055, 0.070, 0.327], [-0.326, -0.303, -0.270], [0.048, -0.347, -0.438], [0.270, -0.588, -0.546], [-0.272, -0.591, 0.541], [-0.605, -0.117, -0.269], [-0.070, -0.231, 0.258], [0.131, 0.452, 0.319], [-0.073, 1.492, -0.474], [0.925, -1.308, 1.046], [-0.487, 0.569, -0.063], [1.205, -0.701, -0.954], [-0.097, -0.907, -0.255], [0.057, 0.047, -0.257], [-0.080, 0.077, -0.256], [-0.018, 0.070, 0.178], [-0.310, -0.240, 0.552], [-0.687, -0.228, 0.122], [-0.040, 0.224, -0.014], [-0.230, -0.308, 0.022], [0.167, 0.353, 0.201], [-0.201, 0.371, -0.268], [0.521, -0.060, 0.293], [-0.736, 0.225, 0.221], [0.013, -0.825, -0.263], [0.099, -0.997, -0.221], [0.141, 1.242, 0.988], [-0.148, -0.779, -0.371], [0.252, 0.177, -0.290], [-0.543, 0.255, -1.112], [-0.234, -0.017, -0.107], [-0.017, 0.114, 0.164], [0.382, 0.391, 0.155], [1.274, 0.065, -0.327], [-0.216, 0.457, 0.122], [-0.127, -0.764, 0.258], [-0.611, -0.449, 0.317], [-0.015, 0.124, 0.278], [0.041, 0.409, 0.214], [-0.494, 0.212, 0.097], [0.001, -0.019, 0.120], [0.391, -0.654, -0.320], [-0.467, 0.062, -0.345], [1.196, 1.341, 0.756], [-0.059, -0.393, -0.757], [-0.862, 0.514, 1.075], [0.074, -0.396, 0.070], [-0.171, -0.189, -0.155], [-0.050, 0.082, 0.142], [-0.029, -0.112, 0.070], [-0.368, 0.386, -0.216], [-0.517, -0.419, -0.353], [0.588, -0.022, 0.233], [0.000, -0.179, -0.502], [0.205, 0.237, -0.093], [0.122, -0.350, 0.092], [0.135, -0.342, 0.164], [-0.109, 0.379, 0.090], [1.812, 0.366, -0.693], [-0.001, 0.796, 0.020], [-1.132, -1.267, -1.609], [0.071, -1.091, 0.279], [0.863, 0.256, -1.347], [-0.068, -0.283, 0.718], [0.049, -0.014, 0.173], [-0.060, -0.446, -0.333], [-0.328, 0.134, 0.435], [0.322, 0.042, 0.173], [-0.016, -0.254, 0.190], [-0.494, 0.525, 0.093], [0.115, -0.475, 0.209], [-0.083, 0.424, 0.137], [0.208, 0.607, 0.883], [-0.763, 0.297, 0.273], [-0.470, 0.382, 0.392], [1.669, -1.159, -0.092], [0.261, 1.059, 0.699], [-0.494, -1.141, 0.991], [1.456, -0.071, -1.046], [0.412, -0.423, -0.202], [-2.088, 0.981, -0.410], [-0.009, 0.153, 0.293], [-0.772, 0.116, 0.439], [0.390, -0.038, -0.039], [0.436, -0.651, -0.100], [-0.452, 0.465, 0.003], [0.240, -0.184, 0.152], [-0.041, -0.622, -0.186], [-0.532, 0.329, -0.366], [-0.403, 0.549, -0.124], [-0.327, 0.320, -0.559], [0.220, 0.326, 0.539]], "lowdin_spin": [0.0323, 0.0982, 0.1187, 0.0076, 0.0085, 0.0013, 0.0159, 0.0238, 0.0742, 0.0017, 0.0030, 0.0026, 0.0002, 0.0001, 0.0010, 0.0014, 0.0001, 0.0005, 0.0010, 0.0004, 0.0001, 0.0001, 0.0006, 0.0002, 0.0002, 0.0000, 0.0000, 0.0013, 0.0033, 0.0082, 0.0001, 0.0004, 0.0001, 0.0012, 0.0009, 0.0025, 0.0005, 0.0007, 0.0006, 0.0009, 0.0027, 0.0004, 0.0003, 0.0001, 0.0000, 0.0002, 0.0005, 0.0000, 0.0004, 0.0014, 0.0018, 0.0002, 0.0004, 0.0019, 0.0011, 0.0124, 0.0057, 0.0480, 0.0031, 0.0002, 0.0001, 0.0011, 0.0002, 0.0086, 0.0031, 0.0111, 0.0046, 0.0192, 0.0026, 0.0053, 0.0012, 0.0027, 0.0058, 0.0119, 0.0174, 0.0030, 0.0003, 0.0001, 0.0002, 0.0005, 0.0059, 0.0005, 0.0123, 0.0007, 0.0057, 0.0079, 0.0004, 0.0031, 0.0014, 0.0040, 0.0166, 0.0421, 0.0010, 0.0005, 0.0017, 0.0002, 0.0001, 0.0010, 0.0032, 0.0174, 0.0240, 0.0037, 0.0022, 0.0003, 0.0007, 0.0004, 0.0001, 0.0001, 0.0003, 0.0002, 0.0001, 0.0004, 0.0001, 0.0003, 0.0001, 0.0000, 0.0000, 0.0000, 0.0000, 0.0003, 0.0001, 0.0003, 0.0004, 0.0026, 0.0029, 0.0060, 0.0004, 0.0003, 0.0000, 0.0000, 0.0001, 0.0006, 0.0037, 0.0035, 0.0012, 0.0052, 0.0001, 0.0001, 0.0013, 0.0013, 0.0023, 0.0060, 0.0047, 0.0005, 0.0005, 0.0001, 0.0001, 0.0006, 0.0003, 0.0005, 0.0002, 0.0003, 0.0024, 0.0007, 0.0001, 0.0040, 0.0014, 0.0074, 0.0079, 0.0081, 0.0008, 0.0003, 0.0009, 0.0014, 0.0002, 0.0003, 0.0063, 0.0043, 0.0004, 0.0042, 0.0018, 0.0002, 0.0045, 0.0056, 0.0295, 0.0145, 0.0350, 0.0017, 0.0011, 0.0002, 0.0012, 0.0011, 0.0203, 0.0058, 0.0024, 0.0076, 0.0144, 0.0004, 0.0019], "homo_lumo_gap_ev": [1.33, 8.57], "e_above_lowest_kcal_mol": 21.4, "charge": -1, "largest_force_ev_per_a": 2.85, "energy_ev": -87642.0502, "lumo_ev": [1.81, 1.78], "multiplicity": 2}